Entry 1:
One molecule with the formula C2H8BN at a distorted geometry, computed with the ωB97M-V functional and the def2-TZVPD basis.

Geometry as XYZ:
```
12
Properties=species:S:1:pos:R:3:lowdin_charge:R:1
B 0.876 0.247 -0.306 -0.3540
C -1.500 0.436 0.870 -0.1310
C -0.332 -0.534 0.403 -0.2011
N 1.734 -0.342 -1.196 0.1244
H 0.924 1.468 -0.382 0.0787
H -1.579 1.327 0.276 0.0356
H -2.492 0.062 1.056 0.0448
H -1.136 0.937 1.876 0.1010
H -0.178 -1.387 1.028 0.0679
H -0.603 -1.152 -0.461 0.0812
H 2.274 0.203 -1.917 0.1074
H 2.012 -1.266 -1.247 0.0450
```

Results
* E_LUMO: 0.02734 hartree
* HOMO-LUMO gap: 0.4129 Eh
* energy relative to the best compared isomer or geometry (same formula, charge and spin): 16.2 kcal per mole
* net charge: 0

=====

Entry 2:
C25H28AsN3O4V as an isolated structure at a distorted geometry, computed with the ωB97M-V functional and the def2-TZVPD basis.

Geometry as XYZ:
```
62
Properties=species:S:1:pos:R:3:lowdin_spin:R:1
V -0.032 0.530 -0.759 2.5853
O -1.424 4.351 -1.021 0.0249
C -1.196 3.160 -1.049 0.0143
N 0.000 2.493 -0.995 0.0207
C 1.207 3.110 -0.780 0.0138
O 1.442 4.255 -0.458 0.0196
C 2.335 2.112 -1.014 0.0298
C 3.595 2.555 -1.367 -0.0047
C 4.563 1.616 -1.688 0.0278
C 4.229 0.271 -1.642 -0.0037
C 2.944 -0.091 -1.283 0.0295
N 2.000 0.807 -0.979 0.0129
C -2.337 2.159 -1.193 0.0325
C -3.606 2.585 -1.531 -0.0055
C -4.596 1.638 -1.739 0.0305
C -4.275 0.296 -1.602 -0.0043
C -2.982 -0.053 -1.258 0.0324
N -2.021 0.855 -1.053 0.0128
H 3.780 3.619 -1.381 -0.0008
H 5.557 1.927 -1.980 0.0018
H 4.949 -0.496 -1.890 -0.0008
H 2.649 -1.131 -1.233 0.0016
H -3.777 3.648 -1.628 -0.0008
H -5.599 1.938 -2.012 0.0020
H -5.011 -0.479 -1.764 -0.0009
H -2.692 -1.088 -1.134 0.0018
C -0.884 3.393 2.506 0.0001
C 0.117 2.305 2.887 0.0055
As -0.012 0.740 1.726 0.0354
C 1.515 -0.323 2.362 0.0051
C 1.867 -0.313 3.847 0.0004
C -1.630 -0.128 2.413 0.0059
C -1.599 -0.744 3.805 0.0005
H -0.831 4.227 3.206 0.0002
H -1.910 3.020 2.520 0.0000
H -0.681 3.792 1.512 -0.0001
H -0.020 1.981 3.920 0.0001
H 1.138 2.682 2.792 0.0001
H 2.354 0.086 1.791 0.0004
H 1.350 -1.333 1.984 0.0000
H 1.974 0.702 4.229 0.0000
H 2.820 -0.820 4.008 0.0002
H 1.121 -0.820 4.454 0.0000
H -1.881 -0.881 1.663 0.0004
H -2.400 0.645 2.351 0.0001
H -0.933 -1.606 3.839 0.0000
H -2.595 -1.088 4.090 0.0002
H -1.270 -0.030 4.562 0.0000
O 0.009 -0.841 -2.394 0.0164
C 0.001 -1.787 -1.559 0.0280
O -0.092 -1.529 -0.319 0.0181
C 0.117 -3.199 -2.022 0.0003
C 0.209 -3.474 -3.382 0.0037
C 0.324 -4.786 -3.813 -0.0003
C 0.349 -5.821 -2.888 0.0038
C 0.258 -5.547 -1.529 -0.0004
C 0.141 -4.236 -1.095 0.0032
H 0.190 -2.651 -4.083 0.0003
H 0.394 -5.004 -4.871 -0.0001
H 0.441 -6.845 -3.226 0.0002
H 0.278 -6.356 -0.810 -0.0001
H 0.067 -3.996 -0.043 0.0001
```

Results
* multiplicity: 4
* E_LUMO (spin up / spin down): 0.00295 / -0.00084 hartree
* HOMO-LUMO gap (spin up / spin down): 0.2404 / 0.3240 Eh
* energy relative to the best compared isomer or geometry (same formula, charge and spin): 9.9 kcal per mole
* net charge: 0

=====

Entry 3:
C45H48ClIN6OSi2V as an isolated structure at a distorted geometry, computed with the ωB97M-V functional and the def2-TZVPD basis.

Geometry as XYZ:
```
105
Properties=species:S:1:pos:R:3:lowdin_spin:R:1
V 0.710 0.740 0.374 1.9899
C -2.482 0.656 2.816 -0.0122
Si -1.230 1.663 1.701 -0.0069
C -2.473 2.818 0.799 -0.0041
C -0.559 2.881 3.045 0.0034
C -1.410 3.624 3.868 0.0001
C -0.920 4.506 4.820 0.0003
C 0.455 4.648 4.974 0.0000
C 1.309 3.919 4.160 -0.0009
C 0.828 3.044 3.182 -0.0011
Si 1.990 2.167 1.912 0.0074
C 2.804 3.745 1.137 -0.0044
C 3.409 1.490 3.032 -0.0004
H -3.106 1.344 3.392 -0.0020
H -1.958 0.018 3.537 -0.0001
H -3.152 0.028 2.221 0.0000
H -3.068 3.417 1.496 -0.0010
H -3.161 2.233 0.187 0.0001
H -1.944 3.507 0.136 0.0001
H -2.487 3.528 3.758 -0.0001
H -1.600 5.091 5.432 0.0000
H 0.852 5.338 5.712 0.0000
H 2.382 4.048 4.282 -0.0002
H 2.964 4.524 1.888 -0.0019
H 2.158 4.162 0.358 -0.0001
H 3.767 3.520 0.674 0.0023
H 3.981 2.292 3.507 -0.0008
H 4.104 0.877 2.449 -0.0002
H 2.991 0.850 3.814 0.0005
N -1.642 -2.052 1.145 -0.0001
C -2.615 -2.801 0.525 0.0000
C -3.381 -3.747 1.179 -0.0001
C -4.250 -4.586 0.462 0.0000
C -4.378 -4.479 -0.900 -0.0001
C -3.649 -3.490 -1.599 0.0000
C -3.727 -3.282 -2.992 0.0000
C -2.983 -2.280 -3.564 0.0000
C -2.159 -1.490 -2.746 0.0000
N -2.049 -1.664 -1.456 0.0005
C -2.772 -2.640 -0.883 0.0001
H -1.731 -1.938 2.140 0.0002
H -1.372 -1.202 0.644 -0.0012
H -3.292 -3.846 2.255 0.0000
H -4.824 -5.334 0.996 0.0000
H -5.042 -5.139 -1.448 0.0000
H -4.369 -3.918 -3.592 0.0000
H -3.036 -2.085 -4.627 0.0000
H -1.562 -0.687 -3.164 -0.0001
Cl 1.475 4.752 -5.238 0.0044
C 0.849 3.643 -4.030 0.0375
C -0.514 3.446 -3.970 0.0305
C -1.026 2.588 -3.012 0.0188
I -3.101 2.197 -3.007 0.0038
C -0.234 1.924 -2.049 0.0510
O -0.697 1.143 -1.131 0.0218
C 1.173 2.172 -2.139 0.0588
N 1.933 1.523 -1.190 0.1769
C 3.281 1.706 -1.247 0.1561
C 3.901 2.461 -2.213 0.0623
C 3.151 3.117 -3.193 0.2567
C 1.735 3.003 -3.143 0.0298
H -1.170 3.951 -4.665 0.0020
H 3.869 1.213 -0.483 0.0078
H 4.983 2.532 -2.218 -0.0020
H 3.625 3.709 -3.963 0.0206
C 5.210 -2.890 0.415 -0.0041
C 4.610 -2.030 -0.522 0.0087
C 3.452 -1.365 -0.207 -0.0010
C 2.820 -1.504 1.050 0.0089
C 1.635 -0.752 1.379 -0.0089
C 1.067 -1.072 2.612 0.0359
C 1.607 -2.009 3.504 0.0004
C 2.778 -2.659 3.212 0.0332
C 3.412 -2.420 1.977 0.0001
C 4.618 -3.080 1.634 0.0063
H 6.130 -3.410 0.170 -0.0005
H 5.069 -1.895 -1.496 0.0012
H 2.976 -0.734 -0.941 0.0030
H 0.179 -0.533 2.936 0.0032
H 1.116 -2.195 4.455 -0.0011
H 3.233 -3.345 3.920 0.0024
H 5.068 -3.743 2.367 0.0003
C 1.496 -5.661 -0.871 0.0000
C 1.047 -4.569 0.085 0.0001
N 0.637 -3.411 -0.677 0.0000
C 1.264 -2.980 -1.818 0.0008
N 1.104 -1.767 -2.187 0.0060
C 1.616 -1.318 -3.460 0.0005
C 1.856 -2.469 -4.432 0.0001
C 2.674 -3.525 -3.708 0.0001
N 1.931 -3.977 -2.550 0.0002
C 2.540 -5.057 -1.796 0.0001
H 0.645 -6.001 -1.466 0.0000
H 1.910 -6.511 -0.324 0.0000
H 1.871 -4.331 0.770 0.0001
H 0.192 -4.900 0.680 0.0000
H 0.223 -2.656 -0.151 -0.0001
H 2.549 -0.758 -3.308 0.0001
H 0.894 -0.613 -3.883 0.0001
H 2.365 -2.132 -5.338 0.0001
H 0.892 -2.904 -4.711 0.0000
H 3.654 -3.110 -3.423 0.0001
H 2.853 -4.394 -4.351 0.0000
H 3.398 -4.703 -1.201 0.0000
H 2.912 -5.800 -2.509 0.0000
```

Results
* multiplicity: 4
* E_LUMO (spin up / spin down): 0.14499 / 0.14501 hartree
* HOMO-LUMO gap (spin up / spin down): 0.1386 / 0.1990 Eh
* net charge: -2